[1]
The following is a DFT calculation (the ωB97M-V functional and the def2-TZVPD basis) of 18 unconnected molecules or ions with the total composition C20H40Cl34FIN3O2S2.

```
103
Properties=species:S:1:pos:R:3:mulliken_charge:R:1
O 1.24 0.33 3.34 -0.344
S 1.20 1.13 2.16 1.077
O 2.15 1.00 1.12 -0.365
F 1.20 2.63 2.64 -0.264
C -0.47 1.14 1.48 0.295
S -0.63 2.40 0.18 -0.106
C -0.93 -0.28 1.04 -0.561
N -2.15 -0.49 1.85 0.009
C -2.52 0.70 2.33 0.242
N -3.72 1.16 2.51 -0.523
I -5.41 0.11 2.16 0.270
N -1.38 1.42 2.58 0.395
H -0.26 1.60 -0.82 0.140
H -1.24 -0.22 0.00 -0.228
H -0.23 -1.11 1.15 0.363
H -2.85 -1.11 1.45 0.236
H -3.83 2.10 2.86 0.142
H -1.46 2.37 2.93 0.025
C -0.68 1.64 5.77 0.152
Cl -0.38 1.38 7.47 -0.133
Cl -2.35 2.20 5.45 -0.151
H -0.01 2.41 5.40 0.197
H -0.55 0.71 5.23 -0.044
C -0.13 -3.96 2.33 0.242
Cl -0.82 -2.98 3.63 -0.127
Cl -1.03 -3.79 0.80 -0.138
H 0.88 -3.61 2.14 -0.372
H -0.14 -5.00 2.62 0.432
C -4.23 4.13 -0.17 0.461
Cl -4.41 2.61 -1.04 -0.131
Cl -4.78 3.98 1.51 -0.195
H -3.18 4.41 -0.16 0.252
H -4.84 4.89 -0.64 -0.411
C 4.43 0.10 -1.53 0.922
Cl 3.65 -1.21 -2.41 -0.058
Cl 4.33 1.64 -2.40 -0.184
H 3.93 0.23 -0.58 -0.609
H 5.47 -0.15 -1.39 -0.078
C 3.99 -2.00 1.46 0.689
Cl 3.20 -3.49 0.91 -0.195
Cl 5.70 -1.97 1.07 -0.123
H 3.51 -1.18 0.95 -0.618
H 3.86 -1.94 2.53 0.251
C 4.08 -5.56 -1.90 0.170
Cl 2.51 -6.36 -1.95 -0.105
Cl 4.68 -5.09 -3.50 -0.151
H 3.97 -4.66 -1.31 -0.248
H 4.80 -6.24 -1.45 0.338
C 8.10 -1.43 -3.13 -0.431
Cl 8.23 -0.11 -1.95 -0.136
Cl 6.80 -2.55 -2.73 -0.028
H 7.88 -0.99 -4.10 0.286
H 9.04 -1.97 -3.14 0.337
C -8.11 4.39 -1.47 0.035
Cl -7.03 4.65 -2.85 -0.149
Cl -7.56 5.22 -0.01 -0.122
H -9.09 4.78 -1.73 0.380
H -8.14 3.32 -1.29 -0.114
C 1.64 0.71 -5.38 -0.315
Cl 1.52 -0.85 -6.19 -0.151
Cl 0.65 0.77 -3.91 -0.032
H 2.67 0.87 -5.09 0.158
H 1.29 1.48 -6.06 0.338
C 5.10 3.73 0.98 0.078
Cl 6.25 2.41 0.72 -0.110
Cl 5.27 5.03 -0.20 -0.156
H 4.10 3.33 0.89 -0.173
H 5.28 4.14 1.97 0.356
C -1.64 6.04 5.88 -0.287
Cl -0.85 7.61 5.90 -0.139
Cl -1.73 5.36 4.23 -0.105
H -1.08 5.35 6.49 0.216
H -2.66 6.15 6.24 0.329
C -1.28 -2.96 -3.25 -0.389
Cl -1.27 -1.66 -2.02 -0.017
Cl -2.38 -4.26 -2.81 -0.133
H -1.59 -2.52 -4.18 0.335
H -0.27 -3.35 -3.30 0.219
C -9.64 1.35 -3.50 -0.253
Cl -11.24 1.96 -3.10 -0.137
Cl -8.69 0.98 -2.04 -0.152
H -9.74 0.44 -4.07 0.321
H -9.11 2.11 -4.05 0.231
C 2.31 -1.79 6.11 0.406
Cl 2.31 -3.39 5.34 -0.153
Cl 1.64 -1.82 7.74 -0.155
H 3.34 -1.44 6.17 0.313
H 1.71 -1.12 5.50 -0.384
C -0.41 -8.67 -0.79 -0.382
Cl -0.48 -7.00 -0.21 -0.035
Cl -1.40 -8.91 -2.23 -0.145
H 0.62 -8.90 -1.04 0.263
H -0.78 -9.32 0.00 0.307
C 5.59 -6.80 -6.67 0.115
Cl 4.83 -8.28 -7.24 -0.162
Cl 7.32 -6.73 -7.05 -0.157
H 5.11 -5.96 -7.15 0.254
H 5.48 -6.75 -5.60 -0.047
C -4.37 8.41 -0.93 -0.331
Cl -4.84 7.10 -2.02 -0.088
Cl -4.53 7.93 0.77 -0.134
H -3.33 8.66 -1.11 0.304
H -5.02 9.26 -1.11 0.286
```

The calculation puts the HOMO energy at -0.438 Ha. As for the LUMO energy: -0.1459 Ha. As for the strongest force on any atom: 0.93 eV/Å. As for the charge: +1.

---

[2]
The following is a DFT calculation (the ωB97M-V functional and the def2-TZVPD basis) of a molecular structure, C20H40ClNiO13 in a non-equilibrium geometry.

```
75
Properties=species:S:1:pos:R:3:mulliken_charge:R:1
Ni -0.35 -3.91 3.33 0.980
Cl -0.88 -2.12 0.21 0.012
C 3.47 2.51 1.99 -1.174
C 2.42 1.52 2.49 -0.108
O 2.23 1.79 3.87 -0.278
C 1.55 1.01 4.69 0.794
O 1.04 -0.11 4.50 -0.621
O 1.52 1.61 5.90 -0.346
C 2.26 2.88 6.10 -0.553
H 3.29 3.51 2.37 0.316
H 3.44 2.63 0.91 0.380
H 4.49 2.25 2.29 0.316
H 2.73 0.49 2.30 0.211
H 1.45 1.63 2.00 0.259
H 2.18 3.56 5.26 0.257
H 3.30 2.60 6.28 0.263
H 1.87 3.46 6.94 0.281
C 0.45 3.28 -9.96 -1.200
C -0.59 3.08 -8.87 -0.156
O -0.16 1.98 -8.04 -0.256
C -1.01 1.32 -7.31 0.818
O -2.22 1.52 -7.17 -0.595
O -0.34 0.36 -6.71 -0.334
C -0.94 -0.30 -5.68 -0.574
H 1.30 3.85 -9.59 0.315
H 0.06 4.00 -10.68 0.370
H 0.96 2.44 -10.44 0.334
H -1.56 2.97 -9.35 0.294
H -0.59 4.05 -8.35 0.244
H -1.94 -0.61 -5.99 0.315
H -1.01 0.33 -4.79 0.184
H -0.24 -1.02 -5.27 0.243
C -4.75 -0.25 3.18 -1.037
C -5.66 -1.52 3.06 -0.208
O -5.79 -2.20 4.26 -0.313
C -4.87 -3.05 4.82 0.765
O -3.74 -3.28 4.33 -0.590
O -5.37 -3.58 5.93 -0.295
C -4.51 -4.16 6.84 -0.625
H -5.01 0.40 4.02 0.329
H -4.83 0.30 2.24 0.342
H -3.73 -0.55 3.40 0.264
H -5.22 -2.24 2.37 0.306
H -6.69 -1.27 2.81 0.270
H -3.73 -3.58 7.33 0.277
H -4.19 -4.99 6.22 0.294
H -5.09 -4.55 7.68 0.230
C 3.83 -6.15 -2.16 -1.184
C 3.18 -5.72 -0.86 -0.206
O 4.22 -5.14 -0.13 -0.209
C 4.03 -4.63 1.08 0.712
O 2.92 -4.54 1.67 -0.625
O 5.16 -4.05 1.46 -0.289
C 5.30 -3.41 2.73 -0.502
H 4.67 -6.82 -1.97 0.311
H 4.12 -5.27 -2.74 0.307
H 3.11 -6.72 -2.73 0.391
H 2.86 -6.60 -0.29 0.284
H 2.27 -5.13 -0.95 0.310
H 4.70 -2.50 2.72 0.157
H 6.34 -3.23 2.97 0.252
H 4.93 -3.97 3.58 0.297
C -1.67 3.27 -1.20 -0.395
C -1.22 4.34 -2.22 -0.625
C -0.31 5.28 -1.49 -0.306
O -0.82 5.24 -0.14 -0.409
C -1.84 4.22 -0.07 -0.535
H -0.87 2.57 -0.99 0.227
H -2.57 2.76 -1.54 0.308
H -2.12 4.77 -2.67 0.301
H -0.84 3.70 -3.01 0.302
H -0.31 6.28 -1.91 0.278
H 0.63 4.75 -1.58 0.248
H -2.74 4.80 -0.23 0.267
H -1.94 3.84 0.94 0.335
```

Its spin multiplicity is 3. The calculation puts the HOMO energy (spin up / spin down) at -0.406 / -0.406 Ha. As for the LUMO energy (spin up / spin down): -0.2235 / -0.2783 Ha. As for the strongest force on any atom: 3.97 eV/Å. As for the charge: +1.

---

[3]
The following is a DFT calculation (the ωB97M-V functional and the def2-TZVPD basis) of a molecular structure, C20H40CoK2O19P in a non-equilibrium geometry.

```
83
Properties=species:S:1:pos:R:3:mulliken_charge:R:1
Co 2.96 -1.35 1.29 0.719
K 2.63 0.11 -3.10 1.161
K 0.59 -2.84 -2.72 1.036
P 1.51 -0.72 -0.38 1.558
O 0.65 -0.15 -1.51 -0.844
O 1.73 -2.21 -0.21 -0.561
O 1.40 -0.22 1.08 -0.648
O 3.06 -0.38 -0.44 -0.602
C -3.40 -0.53 -2.16 -1.403
C -2.22 0.54 -2.17 0.625
O -2.87 1.72 -2.62 0.104
C -3.12 1.97 -3.89 0.604
O -2.82 1.21 -4.82 -0.667
O -3.56 3.20 -3.95 -0.189
C -4.21 3.63 -5.24 -0.752
H -4.41 -0.11 -2.12 0.220
H -3.40 -1.43 -1.54 0.397
H -3.28 -1.09 -3.09 0.491
H -1.31 0.30 -2.72 0.343
H -1.90 0.70 -1.14 -0.729
H -5.25 3.74 -4.93 0.288
H -4.12 2.94 -6.08 0.356
H -3.83 4.60 -5.57 0.250
C 5.21 -6.78 0.37 -0.967
C 6.20 -5.57 0.28 -0.279
O 5.71 -4.38 0.83 -0.311
C 5.17 -3.20 0.24 0.821
O 4.80 -2.23 0.82 -0.630
O 5.18 -3.33 -1.06 -0.366
C 4.90 -2.26 -1.96 -0.321
H 4.30 -6.49 -0.15 0.242
H 4.98 -7.14 1.38 0.306
H 5.74 -7.58 -0.16 0.366
H 6.51 -5.35 -0.75 0.330
H 7.13 -5.78 0.81 0.316
H 3.90 -1.84 -2.00 -0.383
H 5.30 -2.54 -2.93 0.468
H 5.64 -1.48 -1.75 0.409
C -4.88 3.46 -0.61 -0.625
C -5.07 3.10 0.87 -0.499
O -3.94 2.33 1.45 -0.316
C -3.90 0.99 1.30 0.807
O -4.75 0.19 0.86 -0.614
O -2.67 0.64 1.75 -0.339
C -1.99 -0.60 1.42 -0.482
H -4.99 2.54 -1.20 0.115
H -3.88 3.82 -0.86 0.130
H -5.58 4.21 -0.96 0.504
H -6.00 2.67 1.24 0.377
H -5.02 4.00 1.48 0.315
H -0.98 -0.69 1.83 0.173
H -2.04 -0.78 0.34 0.034
H -2.48 -1.52 1.74 0.496
C 2.36 -2.01 5.96 -1.035
C 3.26 -3.09 5.41 -0.218
O 2.39 -3.98 4.74 -0.278
C 2.17 -3.73 3.38 0.648
O 2.64 -2.78 2.73 -0.323
O 1.22 -4.66 2.97 -0.328
C 0.90 -4.73 1.55 -0.172
H 1.75 -1.47 5.23 0.266
H 2.95 -1.33 6.58 0.392
H 1.84 -2.39 6.84 0.334
H 3.75 -3.67 6.20 0.326
H 4.05 -2.71 4.77 0.226
H 0.13 -5.46 1.30 0.334
H 1.81 -4.98 1.01 0.139
H 0.45 -3.77 1.32 -0.023
C -2.60 7.19 -1.87 -1.137
C -1.71 6.76 -0.77 -0.289
O -1.85 5.37 -0.57 -0.176
C -1.04 4.75 0.35 0.482
O -0.12 5.29 0.99 -0.626
O -1.17 3.43 0.20 -0.117
C -0.10 2.60 0.52 -0.506
H -2.44 8.27 -1.92 0.401
H -3.65 6.99 -1.65 0.303
H -2.29 6.77 -2.82 0.268
H -1.89 7.17 0.22 0.351
H -0.69 7.04 -1.04 0.283
H -0.43 2.15 1.45 0.314
H 0.90 3.02 0.62 0.442
H 0.10 1.91 -0.31 -0.122
```

Its spin multiplicity is 5. The calculation puts the HOMO energy (spin up / spin down) at -0.510 / -0.510 Ha. As for the LUMO energy (spin up / spin down): -0.2460 / -0.3548 Ha. As for the strongest force on any atom: 5.56 eV/Å. As for the charge: +2.